No. 1
C4H8O2 | the ωB97M-V functional and the def2-TZVPD basis

Geometry (Å):
O 1.96971 -0.37368 0.78960
C 1.54377 -0.18965 -0.57767
C 0.13521 0.13670 -0.81163
O -0.25239 1.39521 0.26855
C -0.96733 -0.64023 -0.10703
C -1.59806 0.71164 0.12503
H 1.58253 -1.20300 1.09502
H 1.69815 -1.09708 -1.18604
H 2.19598 0.59157 -0.97772
H 0.21335 1.11518 1.09752
H -0.79764 -1.14954 0.86769
H -1.46964 -1.32875 -0.78988
H -2.05192 1.09602 -0.79597
H -2.20172 0.93560 1.00253

The HOMO-LUMO gap is 8.15 eV.

These are the Löwdin partial charges, in e, on atoms 1 to 8:
1. O -0.091
2. C -0.285
3. C -0.156
4. O -0.041
5. C -0.197
6. C -0.137
7. H 0.074
8. H 0.124


No. 2
C20H36BNO40S8 | the ωB97M-V functional and the def2-TZVPD basis

Geometry (Å):
N -19.91314 11.53680 -17.40745
H -20.55021 11.20424 -18.14636
H -19.00976 11.06905 -17.48321
H -20.36162 11.29004 -16.52412
H -19.72679 12.54210 -17.44740
O -17.44062 13.84146 -24.33320
C -17.61759 12.87510 -23.69999
O -18.74349 12.54528 -23.08934
B -18.61825 11.15979 -22.57731
O -17.21598 10.78766 -22.78374
C -16.64775 11.68307 -23.58234
O -15.54875 11.60486 -24.04378
O -18.92182 11.10155 -21.13465
C -20.08152 10.51731 -20.96214
O -20.63770 10.36208 -19.92650
C -20.49431 9.90786 -22.33193
O -19.57126 10.24102 -23.21844
O -21.46673 9.28375 -22.52860
C -17.32736 15.89917 -14.73967
C -18.37301 16.93564 -14.36030
O -19.58917 16.46782 -14.92888
S -19.28761 15.55439 -16.24060
O -19.51069 16.36987 -17.36453
O -19.83696 14.26051 -16.16357
O -17.71469 15.36583 -15.99499
H -17.31547 15.04069 -14.05842
H -16.31908 16.29943 -14.64184
H -18.11176 17.90921 -14.77678
H -18.39488 16.90572 -13.27143
C -24.27712 15.58410 -15.40326
C -23.06409 15.97638 -14.53562
O -22.84458 14.82857 -13.71627
S -23.29277 13.47029 -14.42587
O -23.81984 12.60877 -13.44274
O -22.33669 12.93476 -15.31992
O -24.46181 14.17939 -15.26672
H -24.10754 15.77758 -16.46314
H -25.18268 16.12369 -15.12221
H -23.23230 16.82912 -13.88840
H -22.21359 16.13514 -15.20263
C -20.29969 14.55092 -11.65120
C -21.03969 13.38356 -10.97318
O -20.81416 12.23766 -11.77400
S -19.64776 12.45283 -12.86000
O -19.95351 11.79582 -14.05783
O -18.36720 12.28599 -12.29095
O -19.95808 14.02586 -12.94462
H -19.35258 14.72903 -11.13203
H -20.83907 15.47797 -11.79739
H -22.11078 13.59638 -10.94546
H -20.70548 13.24799 -9.94393
C -17.16729 6.26324 -17.51845
C -17.09471 6.30382 -19.04465
O -18.00830 7.36907 -19.40604
S -18.94094 7.80026 -18.18310
O -20.27379 7.76726 -18.60423
O -18.45646 8.96939 -17.53558
O -18.53814 6.51633 -17.30809
H -16.48909 6.95287 -17.00830
H -16.85693 5.28563 -17.15405
H -17.55546 5.40550 -19.44831
H -16.14892 6.58584 -19.49227
C -14.89501 12.40065 -19.47472
C -14.58373 13.65614 -18.64269
O -15.85520 14.13184 -18.31317
S -17.03205 13.60550 -19.26766
O -17.50713 14.70916 -19.98555
O -17.90996 12.76804 -18.55956
O -16.07120 12.70009 -20.16963
H -15.01906 11.54424 -18.80948
H -14.09697 12.14972 -20.16713
H -14.02720 14.33690 -19.28182
H -14.01125 13.31048 -17.78791
C -15.76130 9.50453 -15.70155
C -16.38591 9.74824 -14.33093
O -16.27361 11.13867 -14.05380
S -16.30437 11.91905 -15.48282
O -15.67131 13.17480 -15.41414
O -17.65969 11.87561 -15.89169
O -15.44905 10.82182 -16.24420
H -16.28760 8.94958 -16.47666
H -14.75451 9.08194 -15.67487
H -15.79717 9.20632 -13.59453
H -17.43608 9.45869 -14.28333
C -21.90807 8.68435 -15.88557
C -22.79940 7.53138 -16.28467
O -23.88928 8.21424 -16.89155
S -23.43684 9.55387 -17.64819
O -24.18386 10.58898 -17.05946
O -23.34720 9.41238 -19.03596
O -21.93440 9.52256 -17.04461
H -20.94190 8.39714 -15.47712
H -22.40376 9.30768 -15.13291
H -23.11598 6.88940 -15.46894
H -22.26976 6.91205 -17.01484
C -22.68677 16.18920 -19.28397
C -23.09046 15.48405 -20.60019
O -22.41852 14.25371 -20.65021
S -21.76458 13.86803 -19.23571
O -20.36560 13.99281 -19.37311
O -22.30368 12.65670 -18.74173
O -22.38811 15.09819 -18.42379
H -23.55094 16.76620 -18.96738
H -21.82015 16.83740 -19.40743
H -22.80840 16.15070 -21.41341
H -24.17461 15.37428 -20.59002

The HOMO-LUMO gap is 8.30 eV.

These are the Löwdin partial charges, in e, on atoms 1 to 8:
1. N 0.285
2. H 0.075
3. H 0.067
4. H 0.104
5. H 0.061
6. O 0.180
7. C -0.426
8. O 0.231


No. 3
CH3Br2P | the ωB97M-V functional and the def2-TZVPD basis

Geometry (Å):
C -0.32585 0.58703 0.25265
P 1.38053 -0.19047 -0.02716
Br -0.68384 1.93609 -0.95879
Br 1.11101 -2.09560 1.02910
H -0.79501 0.84835 1.22688
H -1.75830 -0.68838 -0.03788
H 1.07146 -0.39702 -1.48480

The HOMO-LUMO gap (spin up / spin down) is 8.39 / 8.39 eV.

Charges obtained by Löwdin population analysis, quoted in units of e:
1. C -1.111
2. P 0.309
3. Br 0.562
4. Br 0.164
5. H -0.024
6. H 0.163
7. H -0.064


No. 4
C54H58BrIN5O2Tl | the ωB97M-V functional and the def2-TZVPD basis

Geometry (Å):
Tl 0.78612 -0.74257 -1.58745
O 1.61075 -0.65602 -4.36976
C 0.91166 -0.07399 -5.43726
C -0.42299 0.53217 -5.06304
C -1.19607 1.14974 -6.04826
C -2.37817 1.76449 -5.69087
C -2.76513 1.75080 -4.35508
C -1.94493 1.10091 -3.45569
N -0.80387 0.50006 -3.79222
H 1.34646 -1.60975 -4.39337
H 0.74421 -0.80624 -6.23375
H 1.53791 0.72309 -5.85434
H -0.85451 1.14593 -7.07632
H -2.99212 2.25747 -6.43449
H -3.67291 2.23828 -4.02424
H -2.20184 1.05243 -2.40266
Br 1.45831 -8.68725 0.69196
C 1.93121 -6.97654 0.02198
C 0.95883 -6.00975 -0.13119
C 1.32558 -4.75693 -0.59780
C 2.65457 -4.45456 -0.88461
C 3.61356 -5.46409 -0.74635
C 3.25931 -6.71873 -0.28948
N 2.93141 -3.12364 -1.25932
C 4.10989 -2.66468 -1.26367
C 4.44688 -1.24383 -1.47060
C 5.76288 -0.86925 -1.20509
C 6.13646 0.45879 -1.31605
C 5.18871 1.38122 -1.71344
C 3.89893 0.92704 -1.95196
N 3.52092 -0.33798 -1.83011
H -0.07920 -6.22806 0.07964
H 0.57355 -3.98564 -0.68880
H 4.64606 -5.28357 -1.01546
H 4.00249 -7.49649 -0.18454
H 4.97213 -3.27872 -0.98583
H 6.47770 -1.61982 -0.89187
H 7.14840 0.76664 -1.08745
H 5.43466 2.42675 -1.83485
H 3.11889 1.62062 -2.25621
C -4.07243 -0.03992 -1.07280
C -3.84155 -1.55291 -1.07519
C -2.79456 -2.01818 -2.09302
C -3.53613 -2.19665 0.27317
C -4.32349 -3.30243 0.58127
C -4.15016 -4.03412 1.73960
C -3.15637 -3.64076 2.61027
C -2.31458 -2.56080 2.34866
C -1.22496 -2.40121 3.41445
C -0.67023 -1.01377 3.72911
C -0.10868 -3.40435 3.07846
C -2.49725 -1.82715 1.15383
N -1.60407 -0.77223 0.81120
C -1.78725 0.39768 1.25822
C -0.83275 1.58526 1.06799
N 0.17572 1.63430 0.29375
C 1.09854 2.72140 0.38656
C 2.11176 2.64667 1.37237
C 3.06735 3.65138 1.45761
C 3.07300 4.72423 0.58900
C 2.07772 4.79711 -0.36441
C 1.08000 3.83277 -0.48514
C 0.10073 4.08903 -1.62112
C -1.37871 3.84376 -1.32217
C 0.60212 3.32273 -2.84998
C 2.20791 1.51560 2.38548
C 3.60590 0.88835 2.36125
C 1.87321 2.01910 3.79462
C -1.34949 2.66073 1.96033
C -0.94230 3.94520 2.23385
C -1.72195 4.73564 3.10880
C -2.87514 4.27181 3.68762
C -3.33269 2.96162 3.41446
C -4.50506 2.34462 3.91275
C -4.81602 1.06029 3.54795
C -4.00257 0.29948 2.67623
C -2.86143 0.87157 2.17186
C -2.54361 2.19258 2.55144
H -4.33118 0.28786 -2.08160
H -3.20366 0.52382 -0.74121
H -4.90530 0.21384 -0.41345
H -4.79339 -1.98521 -1.39142
H -1.79222 -1.69919 -1.80429
H -3.01039 -1.62595 -3.08838
H -2.79374 -3.10664 -2.16207
H -5.10410 -3.58503 -0.11500
H -4.77820 -4.88655 1.96234
H -3.02062 -4.18841 3.53693
H -1.68528 -2.74094 4.34479
H -0.05904 -0.60488 2.92822
H -0.05101 -1.07275 4.62691
H -1.47869 -0.30940 3.92991
H 0.19497 -3.30201 2.03537
H -0.47477 -4.42501 3.19522
H 0.75776 -3.27814 3.73439
H 3.82540 3.59134 2.22831
H 3.82946 5.49457 0.66546
H 2.05471 5.64060 -1.04586
H 0.18415 5.15419 -1.85058
H -1.58466 2.80526 -1.08130
H -1.97021 4.10985 -2.19994
H -1.70856 4.46336 -0.48598
H 0.72086 2.26414 -2.62146
H 1.57231 3.71488 -3.16561
H -0.09204 3.41875 -3.68803
H 1.48926 0.75035 2.11140
H 4.36822 1.61447 2.64933
H 3.83518 0.51786 1.36274
H 3.66241 0.04654 3.05396
H 2.59410 2.77496 4.11386
H 1.89989 1.19636 4.51320
H 0.87847 2.46676 3.82987
H -0.04905 4.36401 1.79717
H -1.38952 5.74338 3.32270
H -3.44118 4.90839 4.35788
H -5.15497 2.89236 4.58508
H -5.71631 0.60376 3.93852
H -4.29815 -0.70924 2.42956
O 2.06637 -1.47872 1.00022
H 2.49906 -2.32772 0.87264
H 1.34584 -1.63501 1.61758
I 0.08057 -3.55761 -4.86579

The HOMO-LUMO gap is 5.60 eV.

These are the Löwdin partial charges, in e, on atoms 1 to 8:
1. Tl 0.827
2. O -0.266
3. C -0.261
4. C -0.256
5. C -0.016
6. C -0.063
7. C -0.066
8. C -0.176


No. 5
C22H44N4O6 | the ωB97M-V functional and the def2-TZVPD basis

Geometry (Å):
C 6.15077 3.84336 5.36857
N 6.75755 3.88644 4.01093
C 6.54839 2.70002 3.20673
C 7.74912 4.73224 3.61904
O 8.24779 5.47981 4.46321
H 6.19412 4.83569 5.81747
H 6.78730 3.37678 6.12039
H 5.16488 3.43186 5.58486
H 6.74004 1.73035 3.66620
H 5.47610 2.54206 3.09114
H 7.00712 2.80399 2.22344
H 8.10704 4.53460 2.59678
C 2.70370 -6.20451 1.63738
N 2.26545 -7.64018 1.70694
C 2.38770 -8.30656 3.03024
C 2.20012 -8.35477 0.57666
O 2.01076 -9.60121 0.64743
H 3.48671 -6.04623 2.37897
H 1.81768 -5.67524 1.98797
H 3.03514 -5.90944 0.64179
H 3.17419 -7.81094 3.59935
H 1.62510 -8.06383 3.77024
H 2.65061 -9.36271 3.08971
H 2.31995 -7.75591 -0.33941
C -0.48954 0.63699 7.66393
C -1.20609 -0.37899 6.95782
C -2.61308 -0.14451 6.54069
O -0.65930 -1.39516 6.71483
H 0.32839 0.17668 8.21820
H -1.09004 1.14872 8.41603
H -0.10837 1.29670 6.88445
H -3.27851 -0.28167 7.39304
H -2.88329 -0.72225 5.65678
H -2.70303 0.91592 6.30513
C 5.16970 0.10935 -3.40960
C 3.95823 0.38957 -4.29773
C 3.12801 1.68029 -3.88695
O 3.66882 -0.41735 -5.18734
H 5.62620 -0.87358 -3.52605
H 4.92446 0.26993 -2.35976
H 5.89613 0.84086 -3.76357
H 3.18224 1.77404 -2.80234
H 2.04297 1.58620 -3.93063
H 3.67471 2.55003 -4.25135
C -9.28306 1.58066 -6.41708
C -8.82526 2.14588 -5.06036
C -9.78674 2.44474 -4.01832
O -7.68433 2.45524 -4.87033
H -10.24311 1.06498 -6.39503
H -8.53352 0.95718 -6.90447
H -9.22228 2.44481 -7.07863
H -10.70351 2.65462 -4.56929
H -9.52291 3.22305 -3.30227
H -9.93210 1.51174 -3.47380
C -2.89553 -1.53117 -7.48620
C -2.85694 -2.39336 -8.72072
C -3.34824 -3.84911 -8.65480
O -2.24605 -2.05739 -9.72005
H -3.79279 -1.67967 -6.88538
H -2.76290 -0.48476 -7.76104
H -1.91056 -1.70524 -7.05304
H -2.97219 -4.38462 -7.78307
H -3.10178 -4.47329 -9.51372
H -4.43714 -3.85470 -8.70365
C -2.22762 0.01199 -0.11427
C -1.29964 1.00403 0.44267
N -0.53532 1.75642 0.77316
H -2.62382 0.41167 -1.04774
H -2.99106 -0.25464 0.61660
H -1.66374 -0.86094 -0.44308
C -0.61334 6.68224 4.97586
C 0.43737 7.24624 4.18451
N 1.22731 7.78856 3.50930
H -0.33788 5.94750 5.73242
H -1.43061 6.41520 4.30590
H -1.05665 7.45465 5.60431

The HOMO-LUMO gap is 9.22 eV.

These are the Löwdin partial charges, in e, on atoms 1 to 8:
1. C -0.043
2. N -0.180
3. C -0.088
4. C -0.312
5. O -0.003
6. H 0.080
7. H 0.083
8. H 0.086


ΔE to the lowest compared entry with this formula, charge and spin for the records above, in order: 501.5; 0.0; 456.6; 0.0; 529.8 kJ/mol